(1)
{
  "formula": "C35H33ClHgN4S2Si2",
  "method": "ωB97M-V with the def2-TZVPD basis set",
  "symbols": ["C", "C", "C", "H", "C", "C", "H", "H", "H", "H", "Hg", "Si", "C", "C", "H", "C", "H", "C", "H", "C", "H", "C", "H", "C", "C", "H", "C", "H", "C", "H", "C", "H", "C", "H", "H", "Si", "C", "C", "H", "C", "H", "C", "H", "C", "H", "C", "H", "C", "C", "H", "C", "H", "C", "H", "C", "H", "C", "H", "H", "Cl", "N", "C", "N", "C", "C", "S", "C", "C", "S", "C", "N", "N", "H", "H", "H", "H", "H", "H"],
  "positions_angstrom": [[-2.679, -1.414, 4.141], [-3.127, -0.502, 3.174], [-2.970, -1.116, 1.860], [-3.568, 0.480, 3.344], [-2.486, -2.475, 2.104], [-2.259, -2.614, 3.481], [-1.881, -3.503, 3.993], [-2.658, -1.241, 5.215], [-3.484, -0.784, 0.956], [-2.388, -3.242, 1.334], [-0.885, -0.268, 1.474], [-0.665, -0.997, -1.409], [-0.847, 0.533, -2.484], [0.152, 0.718, -3.446], [1.024, 0.058, -3.502], [0.062, 1.777, -4.350], [0.893, 1.977, -5.026], [-1.071, 2.585, -4.366], [-1.188, 3.348, -5.136], [-2.040, 2.434, -3.371], [-2.887, 3.120, -3.346], [-1.926, 1.419, -2.416], [-2.675, 1.294, -1.631], [-0.572, -2.305, -2.829], [-1.494, -2.192, -3.890], [-2.407, -1.606, -3.767], [-1.243, -2.776, -5.141], [-1.896, -2.573, -5.991], [-0.144, -3.625, -5.325], [0.079, -4.068, -6.307], [0.650, -3.918, -4.212], [1.474, -4.625, -4.324], [0.410, -3.297, -2.973], [1.028, -3.591, -2.126], [-1.876, -1.362, -0.658], [2.870, 1.619, -1.235], [2.426, -0.178, -1.228], [1.131, -0.697, -0.691], [0.665, 0.182, -0.176], [1.158, -1.974, 0.004], [0.284, -2.314, 0.590], [2.271, -2.785, -0.068], [2.230, -3.777, 0.403], [3.413, -2.364, -0.764], [4.235, -3.072, -0.872], [3.515, -1.063, -1.267], [4.481, -0.713, -1.638], [1.623, 2.979, -1.450], [0.577, 3.192, -0.539], [0.382, 2.435, 0.227], [-0.163, 4.370, -0.589], [-0.890, 4.582, 0.194], [0.001, 5.258, -1.651], [-0.627, 6.148, -1.721], [0.975, 5.012, -2.621], [1.073, 5.692, -3.468], [1.804, 3.901, -2.512], [2.583, 3.732, -3.257], [3.929, 2.020, -0.400], [1.307, 0.956, 1.927], [-2.088, 2.830, 2.943], [-1.312, 2.275, 3.901], [-0.855, 1.053, 3.880], [-0.037, 0.780, 4.953], [0.048, 1.831, 5.857], [-0.879, 3.178, 5.343], [0.660, -0.479, 5.010], [1.465, -0.910, 6.061], [2.171, -2.433, 5.730], [1.380, -2.391, 4.146], [0.602, -1.370, 3.948], [1.612, -3.421, 3.304], [-2.312, 3.813, 3.022], [-2.150, 2.380, 2.036], [0.631, 1.791, 6.766], [1.617, -0.337, 6.966], [2.361, -4.052, 3.567], [1.378, -3.331, 2.317]],
  "lowdin_charge": [-0.12, -0.19, -0.33, 0.09, -0.19, -0.13, 0.10, 0.10, 0.08, 0.09, 1.01, 0.70, -0.30, -0.11, 0.11, -0.08, 0.11, -0.09, 0.11, -0.09, 0.10, -0.10, 0.10, -0.25, -0.11, 0.10, -0.09, 0.10, -0.10, 0.10, -0.09, 0.10, -0.09, 0.08, 0.01, 0.86, -0.34, -0.44, -0.06, -0.22, 0.07, -0.14, 0.11, -0.09, 0.10, -0.14, 0.10, -0.34, -0.13, 0.00, -0.09, 0.09, -0.09, 0.10, -0.10, 0.10, -0.13, 0.09, -0.05, 0.12, 0.09, -0.71, -0.04, -0.36, -0.36, 1.03, -0.35, -0.38, 1.02, -0.68, 0.06, 0.10, 0.10, 0.08, 0.07, 0.07, 0.09, 0.06],
  "gap_ev": 4.9,
  "de_lowest_kcal_mol": 38.6,
  "e_homo_ev": -5.854
}


(2)
{
  "formula": "C35H33GeIrN3O7S3",
  "method": "ωB97M-V with the def2-TZVPD basis set",
  "symbols": ["Ir", "C", "C", "N", "C", "C", "N", "C", "O", "O", "C", "O", "O", "H", "H", "H", "H", "H", "C", "Ge", "C", "C", "C", "C", "C", "C", "C", "C", "C", "C", "C", "C", "C", "C", "C", "C", "C", "C", "H", "H", "H", "H", "H", "H", "H", "H", "H", "H", "H", "H", "H", "H", "H", "H", "C", "C", "C", "C", "C", "C", "C", "S", "O", "O", "O", "H", "H", "H", "H", "H", "H", "H", "S", "C", "N", "C", "C", "S", "H", "H", "H", "H", "H"],
  "positions_angstrom": [[-1.389, 0.303, -0.842], [-2.272, -1.013, 2.489], [-2.219, 0.437, 2.183], [-1.841, 0.992, 1.043], [-1.937, 2.355, 1.179], [-2.368, 2.635, 2.437], [-2.537, 1.417, 3.047], [-2.672, 3.885, 3.180], [-2.465, 5.009, 2.540], [-3.081, 3.804, 4.315], [-1.582, 3.216, 0.016], [-1.659, 4.446, 0.140], [-1.212, 2.570, -1.008], [-1.901, -1.580, 1.638], [-3.298, -1.325, 2.686], [-1.661, -1.246, 3.362], [-2.862, 1.326, 3.998], [-2.129, 4.852, 1.594], [0.088, -0.492, -0.151], [1.787, 0.217, 0.564], [2.632, -1.304, 1.462], [3.860, -1.828, 1.067], [4.423, -2.908, 1.735], [3.758, -3.489, 2.804], [2.524, -2.992, 3.201], [1.970, -1.910, 2.532], [2.845, 0.867, -0.930], [4.182, 1.206, -0.721], [4.957, 1.691, -1.764], [4.400, 1.848, -3.027], [3.067, 1.532, -3.242], [2.293, 1.048, -2.197], [1.579, 1.662, 1.859], [1.956, 1.501, 3.191], [1.854, 2.558, 4.087], [1.379, 3.789, 3.659], [1.021, 3.968, 2.330], [1.132, 2.913, 1.435], [0.026, -1.594, -0.105], [4.391, -1.385, 0.232], [5.384, -3.296, 1.420], [4.198, -4.329, 3.327], [1.999, -3.444, 4.033], [1.011, -1.519, 2.862], [4.623, 1.105, 0.266], [5.993, 1.952, -1.590], [5.007, 2.224, -3.841], [2.623, 1.661, -4.221], [1.249, 0.823, -2.379], [2.326, 0.545, 3.542], [2.147, 2.418, 5.120], [1.297, 4.612, 4.358], [0.653, 4.925, 1.984], [0.874, 3.075, 0.395], [1.058, -5.296, 0.066], [0.531, -4.271, -0.898], [-0.838, -4.120, -1.104], [-1.328, -3.183, -2.001], [-0.436, -2.376, -2.689], [0.935, -2.520, -2.516], [1.409, -3.466, -1.623], [-1.038, -1.111, -3.760], [0.009, -0.776, -4.678], [-2.304, -1.563, -4.307], [-1.332, 0.073, -2.847], [0.284, -5.620, 0.761], [1.894, -4.896, 0.640], [1.417, -6.178, -0.468], [-1.531, -4.750, -0.559], [-2.391, -3.065, -2.161], [1.614, -1.899, -3.085], [2.477, -3.577, -1.480], [-3.843, -0.762, -0.719], [-4.635, 0.122, -1.918], [-4.439, 0.010, -3.213], [-5.045, 1.018, -4.071], [-6.210, 1.617, -3.281], [-5.793, 1.359, -1.526], [-3.734, -0.637, -3.579], [-5.384, 0.552, -4.995], [-4.299, 1.777, -4.318], [-7.152, 1.119, -3.498], [-6.314, 2.683, -3.468]],
  "lowdin_charge": [1.21, 0.00, -0.33, -0.04, -0.12, -0.06, 0.21, -0.49, 0.14, 0.10, -0.60, 0.05, -0.09, 0.06, 0.09, 0.09, 0.18, 0.07, -0.31, 0.97, -0.28, -0.10, -0.08, -0.09, -0.09, -0.13, -0.27, -0.12, -0.09, -0.08, -0.07, -0.10, -0.26, -0.10, -0.08, -0.08, -0.07, -0.10, -0.01, 0.09, 0.10, 0.10, 0.10, 0.09, 0.10, 0.10, 0.10, 0.11, 0.07, 0.09, 0.10, 0.11, 0.11, 0.10, -0.04, -0.27, -0.03, -0.08, -0.31, -0.06, -0.03, 0.52, -0.27, -0.32, -0.52, 0.08, 0.07, 0.09, 0.12, 0.09, 0.12, 0.12, 0.61, -1.11, -0.03, -0.19, -0.40, 0.95, 0.09, 0.13, 0.13, 0.08, 0.08],
  "gap_ev": [6.9, 7.1],
  "spin_multiplicity": 2,
  "de_lowest_kcal_mol": 24.4,
  "s2": 0.760,
  "e_homo_ev": [-7.872, -7.992]
}